Here is one molecule with the formula C4H9NOS at a distorted geometry from the OMol25 dataset. Energies are from ωB97M-V/def2-TZVPD.

Each line ends with the Mulliken charge.
Geometry (Å):
1 C -1.252 -0.448 0.329  0.64
2 H 1.214 -1.188 -0.736  0.32
3 H -1.872 -1.341 2.232  0.34
4 C 1.204 0.944 -1.026  -0.52
5 H 2.055 -0.225 0.504  0.44
6 H 2.464 2.049 -2.660  0.12
7 H 1.206 1.903 -0.518  0.34
8 C -2.270 -0.769 1.389  -1.05
9 H 0.247 -0.905 1.571  0.28
10 H -3.117 -1.279 0.954  0.32
11 N 0.034 -0.272 0.813  -0.27
12 H -2.587 0.162 1.854  0.26
13 C 1.169 -0.278 -0.128  -0.77
14 S 2.719 0.873 -2.077  -0.24
15 H 0.342 0.958 -1.690  0.38
16 O -1.556 -0.186 -0.811  -0.58

The value obtained for the total energy is -18667.0313 eV. As for the energy relative to the best compared isomer or geometry (same formula, charge and spin): 11.4 kcal/mol.



Here is one molecule with the formula C6H10O2Si at a distorted geometry from the OMol25 dataset. Energies are from ωB97M-V/def2-TZVPD.

Each line ends with the Mulliken charge.
Geometry (Å):
1 C 2.028 -0.383 -1.207  -1.08
2 H 2.022 -1.444 -1.438  0.32
3 O -0.753 1.244 -0.684  -0.57
4 C -2.453 -0.339 -0.613  -0.89
5 H 1.929 -1.315 1.406  -0.20
6 O -2.324 -1.996 1.163  -0.47
7 H -3.086 -2.283 0.716  0.32
8 H -2.572 1.403 -1.534  0.42
9 H 0.958 2.214 0.895  0.36
10 C -1.908 0.855 -1.010  -0.04
11 C 1.597 1.449 1.310  -0.93
12 H 3.172 -0.256 -1.131  0.28
13 Si 1.287 -0.155 0.545  0.42
14 H -3.483 -0.604 -0.759  0.28
15 H 1.655 0.077 -2.056  0.40
16 H 1.544 1.419 2.311  0.34
17 C -0.517 -0.559 0.729  -0.42
18 C -1.729 -0.999 0.479  1.24
19 H 2.633 1.671 0.878  0.23

The value obtained for the total energy is -18352.6153 eV. As for the energy relative to the best compared isomer or geometry (same formula, charge and spin): 65.4 kcal/mol.



Here is C12H48O12 as an isolated structure at a distorted geometry from the OMol25 dataset. Energies are from ωB97M-V/def2-TZVPD.

Each line ends with the Mulliken charge.
Geometry (Å):
1 H 3.915 -0.798 -2.331  0.25
2 H 0.458 1.731 0.348  -0.54
3 H -3.631 -0.835 -1.927  0.43
4 H 1.660 -3.190 0.110  0.28
5 H -2.174 0.304 -1.421  0.16
6 H -0.089 3.278 3.722  0.24
7 H -1.292 1.620 -0.908  0.72
8 H 4.448 0.021 -0.857  0.22
9 H 5.076 -1.508 -1.260  0.35
10 H -1.347 3.207 1.215  0.44
11 O 0.209 -2.397 -1.018  -0.69
12 C 0.378 -1.320 2.962  -0.68
13 H -3.440 1.909 -1.982  0.39
14 O 2.972 -1.523 -0.703  -0.68
15 C 1.559 1.821 -1.407  -1.71
16 C -0.046 -0.108 0.081  -3.35
17 O -3.033 -1.041 -2.649  -0.61
18 H 0.217 -1.818 2.006  0.23
19 C 0.134 4.067 0.318  -0.38
20 H 0.773 1.163 -1.778  0.79
21 H -0.517 -2.445 0.287  0.39
22 H -0.828 0.886 -2.469  -0.17
23 C 4.146 -0.939 -1.275  -1.12
24 H 1.141 -4.375 -1.146  0.29
25 H 2.428 1.550 -2.007  0.48
26 O 1.343 2.668 2.380  -0.65
27 H -1.575 -1.535 -1.307  0.03
28 H -2.838 -2.720 0.444  0.18
29 H 0.976 -0.437 0.267  1.90
30 H 1.457 -1.442 3.058  0.25
31 H 0.177 -4.060 0.226  0.39
32 H -1.478 1.109 0.897  0.75
33 H -0.112 -1.800 3.810  0.32
34 H -0.132 0.206 1.978  0.45
35 O 1.452 -0.844 -1.696  -0.84
36 H -0.007 1.525 3.317  0.35
37 C 0.932 -1.158 -2.998  -0.96
38 H 2.244 -1.016 -1.069  0.77
39 C -1.950 -1.874 -2.273  -0.08
40 H -0.692 -0.856 0.539  2.71
41 H -0.078 -0.756 -2.908  0.20
42 O 1.798 1.677 -0.055  -0.72
43 H 1.247 2.841 -1.633  0.46
44 H -0.315 5.057 0.399  0.46
45 C 0.830 -3.561 -0.491  -1.28
46 O -0.896 -2.898 1.044  -0.59
47 O -0.081 -0.018 2.910  -0.56
48 H 2.293 2.403 0.331  0.65
49 H 0.851 -2.241 -3.090  0.31
50 H 1.583 0.104 -1.773  -0.08
51 H -0.200 3.645 -0.630  0.01
52 C -1.663 1.175 -1.831  -0.01
53 O -0.392 3.202 1.307  -0.55
54 O -2.630 1.988 -2.492  -0.68
55 O -0.292 1.177 0.580  -0.63
56 H -2.526 -3.815 1.698  0.28
57 H -2.260 -2.916 -2.196  0.32
58 C 0.565 2.422 3.555  -0.99
59 H 1.215 4.100 0.454  0.25
60 H -0.278 -0.153 -0.983  -0.48
61 O -2.280 0.914 1.387  -0.73
62 C -2.111 1.277 2.733  -0.61
63 H 1.462 -0.740 -3.854  0.48
64 H 0.817 -1.684 -1.229  1.48
65 H -1.430 2.128 2.725  0.04
66 H 1.039 2.302 4.529  0.44
67 H -3.076 1.616 3.108  0.40
68 H -1.960 -4.334 0.100  0.33
69 H 0.744 2.777 1.638  0.68
70 H -1.676 0.516 3.380  0.14
71 C -2.111 -3.472 0.750  -0.74
72 H -1.102 -1.759 -2.948  0.42

The value obtained for the total energy is -37771.2890 eV. As for the energy relative to the best compared isomer or geometry (same formula, charge and spin): 489.4 kcal/mol.



Here is C27H36B11Br6GeO5PPb as an isolated structure at a distorted geometry from the OMol25 dataset. Energies are from ωB97M-V/def2-TZVPD.

Each line ends with the Mulliken charge.
Geometry (Å):
1 H -4.291 -1.781 -2.803  0.33
2 H -5.591 -0.797 -3.478  0.44
3 C 4.325 -0.655 5.550  -0.75
4 C -1.653 1.884 2.526  -0.54
5 H -7.045 -0.425 0.546  0.39
6 C 2.035 2.751 -4.202  -0.28
7 H -3.961 -0.161 -3.414  0.11
8 H -0.455 2.693 5.578  0.42
9 B 0.399 3.098 -3.886  0.66
10 C 0.915 -3.817 0.065  0.66
11 C -1.533 2.551 3.739  -0.88
12 H 2.718 3.584 -4.297  0.55
13 C -5.318 1.927 -0.999  -1.16
14 C 1.842 -1.760 5.015  -0.42
15 H 1.494 2.298 1.949  0.28
16 C 3.680 -1.408 6.515  -0.53
17 C -4.683 -0.770 -2.883  -0.90
18 H -0.422 -4.906 -1.222  0.39
19 H 0.042 4.205 -3.752  -0.33
20 H -5.310 2.259 0.035  0.36
21 H -3.891 -0.052 1.216  0.51
22 B 2.306 1.422 -5.231  0.66
23 Br -1.592 1.849 -1.536  -0.39
24 H -3.069 -3.654 0.484  0.36
25 C 3.730 -0.437 4.321  -0.06
26 H 5.557 0.367 -0.069  0.46
27 H 3.211 1.444 -5.975  -0.30
28 H 3.971 -1.084 1.149  0.41
29 B 1.432 2.358 -2.659  0.70
30 H -4.548 2.464 -1.538  0.30
31 H 1.182 0.954 4.976  0.40
32 H -2.441 2.154 1.838  0.70
33 B 2.612 1.325 -3.482  0.39
34 H 0.131 -3.334 -1.852  0.12
35 C 4.420 2.152 0.280  -0.55
36 Br 0.316 -0.149 -7.291  -0.38
37 H 0.878 -2.197 4.785  0.50
38 H 1.941 -2.563 6.989  0.43
39 H 4.141 -1.561 7.478  0.39
40 O 1.135 -2.887 0.793  -0.13
41 Ge -5.076 -0.040 -1.086  0.59
42 C -2.002 -3.879 0.556  -0.80
43 Br -2.340 2.143 -5.415  -0.37
44 B -0.026 0.227 -4.030  0.02
45 O -1.321 -2.152 2.083  -0.53
46 C 2.442 -1.967 6.242  -0.63
47 H 5.110 2.794 -0.249  0.40
48 O -1.421 -4.247 2.839  -0.71
49 H 3.065 3.737 0.761  0.44
50 B -0.188 1.701 -2.968  -0.19
51 P 1.529 -0.681 2.510  1.24
52 C 3.276 2.681 0.849  -0.70
53 H 2.387 -4.842 0.680  0.41
54 C -1.520 -3.392 1.985  0.55
55 H -7.562 -0.714 -1.115  0.39
56 C 4.675 0.793 0.388  -0.79
57 B 1.175 0.606 -2.737  -1.11
58 Br 1.224 -0.612 -1.124  0.67
59 C -0.212 -3.861 -0.957  -0.61
60 O -1.379 -3.213 -0.520  -0.25
61 C 0.272 0.534 3.080  -0.10
62 B -0.525 1.807 -4.731  0.08
63 H 0.935 3.255 -6.393  -0.31
64 H -6.278 2.202 -1.426  0.42
65 Pb -1.368 -0.512 0.414  1.66
66 C -0.766 0.869 2.237  0.05
67 C 2.649 0.509 1.668  0.20
68 C -3.788 -0.641 0.306  -1.01
69 Br 2.574 -1.764 -4.470  -0.37
70 H -3.955 -1.683 0.552  0.33
71 H -6.648 -1.945 -0.252  0.40
72 C -0.530 2.194 4.623  -0.89
73 H 4.242 0.157 3.578  0.36
74 Br -1.204 -1.356 -3.815  -0.12
75 H -1.856 -4.962 0.504  0.40
76 H -2.235 3.332 3.987  0.43
77 O 1.661 -4.912 0.039  -0.56
78 B 0.927 2.520 -5.479  0.63
79 C 0.379 1.205 4.297  -0.35
80 C 3.793 -0.020 1.073  -0.34
81 H 3.706 1.247 -3.075  -0.31
82 B 1.753 0.015 -4.317  0.19
83 B 0.689 0.754 -5.586  -0.42
84 C 2.470 -0.966 4.055  -0.26
85 H 1.741 2.967 -1.706  -0.36
86 H 5.292 -0.223 5.755  0.42
87 C 2.389 1.866 1.530  -0.15
88 C -6.762 -0.876 -0.400  -1.32

The value obtained for the total energy is -537577.2781 eV. As for the energy relative to the best compared isomer or geometry (same formula, charge and spin): 24.5 kcal/mol.



What is the energy relative to the best compared isomer or geometry (same formula, charge and spin) in the fourth record? 24.5 kcal/mol